(1)
Formula: C6H24AlN12O6
Source: the Open Molecules 2025 dataset
Level of theory: ωB97M-V/def2-TZVPD

```
49
Properties=species:S:1:pos:R:3:mulliken_charge:R:1
Al -2.206 1.562 -1.511 1.00
C 2.650 3.578 0.354 0.69
O 1.491 3.624 0.119 -0.53
N 3.594 2.809 -0.207 -0.34
N 3.261 4.232 1.272 -0.38
H 3.428 2.600 -1.181 0.24
H 4.517 2.914 0.189 0.21
H 2.652 4.903 1.718 0.25
H 4.242 4.207 1.514 0.18
C -5.069 -0.707 2.969 0.78
O -4.743 -0.190 1.921 -0.53
N -5.869 -0.073 3.850 -0.40
N -4.889 -1.907 3.414 -0.36
H -5.888 -0.414 4.801 0.22
H -6.271 0.775 3.477 0.24
H -4.363 -2.595 2.895 0.21
H -5.455 -2.155 4.213 0.18
C 1.722 3.471 -4.812 0.78
O 0.664 3.585 -4.168 -0.53
N 2.538 4.523 -5.021 -0.36
N 2.167 2.400 -5.453 -0.35
H 2.180 5.434 -4.770 0.24
H 3.505 4.451 -5.305 0.21
H 1.615 1.555 -5.430 0.22
H 3.092 2.439 -5.854 0.20
C 2.258 -1.790 -2.318 0.71
O 1.412 -0.942 -2.550 -0.56
N 3.204 -1.882 -1.452 -0.32
N 2.471 -2.714 -3.171 -0.43
H 3.563 -1.163 -0.839 0.22
H 3.654 -2.759 -1.672 0.22
H 3.453 -2.922 -3.281 0.23
H 1.839 -2.648 -3.956 0.26
C -2.528 -4.003 -0.502 0.70
O -2.343 -2.939 -1.040 -0.58
N -3.460 -4.914 -0.733 -0.40
N -1.988 -4.383 0.508 -0.32
H -3.923 -4.946 -1.630 0.26
H -3.386 -5.837 -0.331 0.22
H -2.087 -5.238 1.037 0.20
H -1.197 -3.797 0.735 0.23
C -0.024 0.332 3.536 0.78
O -0.170 0.519 2.328 -0.57
N -0.741 0.835 4.440 -0.36
N 0.919 -0.388 4.034 -0.40
H -1.551 1.377 4.173 0.23
H -0.334 0.676 5.350 0.19
H 1.596 -0.741 3.373 0.23
H 0.799 -0.752 4.968 0.21
```

Calculated values
- Gap between HOMO and LUMO: 1.696 eV
- Spin multiplicity: 1
- E_LUMO: -0.542 Ha
- Net charge: +3



(2)
Formula: C6H24ClN12O10
Source: the Open Molecules 2025 dataset
Level of theory: ωB97M-V/def2-TZVPD

```
53
Properties=species:S:1:pos:R:3:mulliken_charge:R:1
Cl -0.243 0.294 0.025 1.57
O 0.763 -0.620 -0.521 -0.72
O -1.367 0.418 -0.866 -0.66
O -0.795 -0.178 1.257 -0.59
O 0.457 1.540 0.147 -0.63
C -3.002 -3.245 -1.062 0.55
O -3.667 -4.274 -0.975 -0.69
N -3.637 -2.025 -0.942 -0.37
N -1.697 -3.173 -1.419 -0.40
H -3.107 -1.169 -0.936 0.23
H -4.559 -2.094 -0.554 0.20
H -1.260 -4.076 -1.312 0.25
H -1.185 -2.377 -1.073 0.23
C 1.312 1.859 4.418 0.55
O 2.006 0.986 4.946 -0.66
N 1.196 3.105 4.953 -0.47
N 0.732 1.659 3.218 -0.20
H 1.817 3.164 5.748 0.25
H 1.157 3.932 4.386 0.22
H 0.232 2.242 2.570 0.19
H 1.124 0.876 2.718 0.10
C 3.793 3.129 -1.523 0.54
O 4.877 3.514 -1.940 -0.66
N 2.822 3.965 -1.021 -0.35
N 3.332 1.846 -1.614 -0.20
H 3.088 4.932 -1.089 0.19
H 1.975 3.600 -0.631 0.21
H 3.614 1.189 -2.313 0.11
H 2.617 1.574 -0.959 0.17
C 0.512 -4.163 2.079 0.76
O -0.292 -3.708 2.903 -0.66
N 1.088 -5.365 2.342 -0.44
N 1.006 -3.486 1.018 -0.28
H 0.776 -5.744 3.217 0.24
H 1.781 -5.679 1.691 0.15
H 0.728 -2.529 0.884 0.10
H 1.597 -4.011 0.404 0.17
C 0.948 -0.598 -4.681 0.55
O 0.081 -0.915 -5.506 -0.68
N 2.205 -1.058 -4.822 -0.37
N 0.718 0.105 -3.547 -0.13
H 2.999 -0.644 -4.368 0.16
H 2.371 -1.479 -5.721 0.23
H 1.437 0.141 -2.850 0.06
H -0.187 0.498 -3.364 0.13
C -4.172 2.615 0.918 0.55
O -5.235 3.232 0.957 -0.69
N -3.757 1.746 1.875 -0.30
N -3.354 2.635 -0.171 -0.28
H -2.966 1.145 1.721 0.20
H -4.357 1.542 2.652 0.19
H -2.673 1.914 -0.327 0.19
H -3.651 3.212 -0.936 0.19
```

Calculated values
- Gap between HOMO and LUMO: 9.732 eV
- Spin multiplicity: 1
- E_LUMO: 0.084 Ha
- Net charge: -1



(3)
Formula: C6H24F3HfN12O6
Source: the Open Molecules 2025 dataset
Level of theory: ωB97M-V/def2-TZVPD

```
52
Properties=species:S:1:pos:R:3:mulliken_charge:R:1
Hf 0.241 -0.150 -0.037 3.18
F -0.587 0.466 -2.121 -0.73
F -0.837 -0.914 1.932 -0.81
F 2.301 -0.828 0.900 -0.79
C 2.569 2.314 -0.846 0.50
O 1.447 1.786 -0.604 -0.36
N 2.792 3.541 -1.112 -0.40
N 3.688 1.579 -0.770 -0.40
H 2.003 4.171 -1.118 0.25
H 3.737 3.850 -0.931 0.18
H 3.649 0.586 -0.586 0.17
H 4.626 1.954 -0.756 0.18
C -3.170 -1.562 -0.063 0.55
O -2.112 -1.233 -0.458 -0.67
N -4.349 -1.038 -0.412 -0.41
N -3.303 -2.748 0.443 -0.39
H -4.663 -0.377 -1.108 0.24
H -5.136 -1.527 -0.009 0.14
H -4.203 -3.185 0.582 0.16
H -2.431 -3.145 0.763 0.23
C -0.096 -3.743 -0.030 0.52
O 0.172 -2.577 -0.356 -0.49
N -1.069 -4.433 -0.533 -0.44
N 0.532 -4.288 0.910 -0.40
H -1.009 -5.424 -0.350 0.14
H -1.662 -4.121 -1.289 0.26
H 0.557 -5.272 1.138 0.17
H 1.037 -3.655 1.513 0.26
C 0.620 2.087 2.734 0.47
O 0.841 1.397 1.761 -0.40
N 0.659 1.680 3.987 -0.46
N 0.347 3.364 2.659 -0.43
H 0.875 0.708 4.158 0.27
H 0.502 2.360 4.717 0.14
H 0.347 3.642 1.688 0.23
H 0.087 3.943 3.445 0.19
C 2.382 -1.284 -2.723 0.46
O 1.811 -0.845 -1.654 -0.55
N 1.839 -1.017 -3.856 -0.42
N 3.533 -1.925 -2.632 -0.41
H 0.839 -0.892 -3.795 0.27
H 2.217 -1.611 -4.580 0.22
H 3.985 -2.060 -1.739 0.26
H 3.879 -2.411 -3.447 0.17
C -2.175 2.514 0.444 0.42
O -1.455 1.573 0.178 -0.40
N -1.741 3.702 0.165 -0.41
N -3.228 2.340 1.168 -0.39
H -2.189 4.477 0.632 0.18
H -1.371 3.789 -0.771 0.29
H -3.288 1.505 1.732 0.27
H -4.035 2.934 1.037 0.21
```

Calculated values
- Gap between HOMO and LUMO: 9.946 eV
- Spin multiplicity: 1
- E_LUMO: -0.062 Ha
- Net charge: +1



(4)
Formula: C6H24KO9
Source: the Open Molecules 2025 dataset
Level of theory: ωB97M-V/def2-TZVPD

```
40
Properties=species:S:1:pos:R:3:mulliken_charge:R:1
K -0.527 -0.001 0.449 0.82
O -3.234 -0.108 0.363 -0.52
H -3.459 0.771 0.563 0.25
H -3.703 -0.621 1.062 0.30
O 0.300 1.889 2.557 -0.50
H -0.315 1.306 2.957 0.29
H -0.070 2.772 2.553 0.24
O 0.578 0.771 -1.897 -0.47
H 1.396 1.284 -1.963 0.27
H 0.021 1.216 -2.472 0.19
C -1.531 3.347 -0.327 0.11
C -2.780 4.133 -0.636 -0.61
O -2.680 4.925 -1.767 -0.52
O -1.798 2.420 0.701 -0.37
H -0.739 4.049 -0.054 0.27
H -1.285 2.813 -1.266 -0.05
H -3.077 4.724 0.203 0.44
H -3.659 3.465 -0.828 0.29
H -2.389 4.401 -2.489 0.29
H -2.220 2.904 1.413 0.25
C 2.410 -0.797 1.567 -0.40
C 3.462 -1.865 1.467 -0.53
O 3.451 -2.282 2.766 -0.51
O 2.033 -0.421 0.217 -0.41
H 2.638 0.099 2.099 0.44
H 1.538 -1.209 2.052 0.17
H 4.433 -1.545 1.152 0.41
H 3.232 -2.631 0.761 0.28
H 4.161 -2.881 2.811 0.31
H 2.803 -0.338 -0.319 0.25
C -0.466 -3.254 -1.581 -0.48
C 1.029 -3.084 -1.336 0.05
O 1.464 -4.435 -1.455 -0.56
O -1.138 -2.102 -1.028 -0.45
H -0.889 -4.099 -1.100 0.36
H -0.719 -3.292 -2.620 0.35
H 1.161 -2.719 -0.352 0.01
H 1.487 -2.463 -2.153 0.18
H 1.140 -4.963 -0.774 0.32
H -2.074 -2.163 -1.297 0.20
```

Calculated values
- Gap between HOMO and LUMO: 9.903 eV
- Spin multiplicity: 1
- E_LUMO: -0.110 Ha
- Net charge: +1



(5)
Formula: C6H24N12O6
Source: the Open Molecules 2025 dataset
Level of theory: ωB97M-V/def2-TZVPD

```
48
Properties=species:S:1:pos:R:3:mulliken_charge:R:1
C -0.887 -2.363 4.678 0.60
O -0.019 -2.395 5.519 -0.72
N -0.748 -1.970 3.454 -0.20
N -2.144 -2.687 4.992 -0.39
H 0.133 -2.082 2.972 0.15
H -1.550 -1.872 2.848 0.09
H -2.861 -2.627 4.283 0.19
H -2.380 -2.864 5.958 0.21
C -0.197 0.523 -4.163 -1.32
O 0.816 0.881 -3.487 -0.27
N -0.443 -0.685 -4.453 -0.70
N -1.004 1.386 -4.649 -0.18
H -1.200 -0.809 -5.110 0.58
H 0.124 -1.500 -4.265 0.62
H -1.842 1.027 -5.085 0.33
H -0.882 2.357 -4.400 0.31
C -1.509 1.967 3.706 0.39
O -2.307 2.710 4.267 -0.75
N -0.273 2.350 3.350 -0.33
N -1.829 0.754 3.280 -0.23
H 0.227 1.670 2.796 0.24
H -0.011 3.319 3.467 0.23
H -2.643 0.468 3.806 0.23
H -1.008 0.250 2.977 0.45
C -1.978 -3.223 0.059 -1.22
O -2.240 -2.109 0.525 -0.12
N -2.800 -4.179 -0.216 -0.37
N -0.717 -3.616 -0.220 -0.36
H -2.405 -4.960 -0.719 0.47
H -3.775 -4.007 -0.419 0.45
H -0.390 -4.504 -0.572 0.50
H -0.001 -2.919 -0.366 0.27
C 0.197 0.392 0.058 0.41
O -0.021 0.229 1.189 -0.68
N 0.967 1.389 -0.420 -0.18
N -0.337 -0.340 -0.882 0.15
H 1.022 2.197 0.184 0.13
H 1.184 1.384 -1.406 0.19
H 0.032 -0.248 -1.818 -0.09
H -0.980 -1.082 -0.645 -0.06
C 4.014 3.419 -2.535 0.63
O 2.894 3.160 -2.196 -0.53
N 4.482 4.377 -3.335 -0.45
N 5.069 2.686 -2.062 -0.43
H 5.491 4.400 -3.389 0.16
H 3.795 4.663 -4.017 0.26
H 6.016 2.929 -2.318 0.13
H 4.916 2.152 -1.219 0.23
```

Calculated values
- Gap between HOMO and LUMO (alpha / beta): 2.064 / 8.830 eV
- Spin multiplicity: 2
- E_LUMO (alpha / beta): 0.084 / 0.084 Ha
- Net charge: -1



(6)
Formula: C6H24N12O6Tl
Source: the Open Molecules 2025 dataset
Level of theory: ωB97M-V/def2-TZVPD

```
49
Properties=species:S:1:pos:R:3:mulliken_charge:R:1
Tl -0.754 0.336 -0.389 1.49
C 2.982 -0.934 0.435 0.61
O 1.869 -0.856 0.158 -0.40
N 3.875 -1.427 -0.384 -0.47
N 3.531 -0.631 1.554 -0.38
H 4.790 -1.673 -0.033 0.17
H 3.506 -1.721 -1.277 0.24
H 4.469 -0.967 1.721 0.18
H 2.985 -0.124 2.236 0.23
C 2.269 3.042 -0.699 0.76
O 1.561 2.058 -0.961 -0.52
N 2.403 4.042 -1.477 -0.37
N 3.080 3.179 0.309 -0.37
H 2.912 4.822 -1.087 0.16
H 1.889 4.142 -2.340 0.24
H 3.584 4.034 0.495 0.21
H 3.018 2.418 0.970 0.18
C -1.176 4.215 1.011 0.64
O -1.141 3.189 0.408 -0.47
N -2.030 5.222 0.788 -0.37
N -0.410 4.564 2.011 -0.37
H -1.798 6.120 1.189 0.19
H -2.763 5.007 0.127 0.25
H -0.420 5.516 2.348 0.18
H 0.269 3.876 2.304 0.19
C 0.281 -2.294 2.560 0.69
O -0.313 -1.407 1.941 -0.37
N 1.179 -3.103 2.132 -0.34
N 0.037 -2.590 3.807 -0.40
H 1.587 -3.807 2.731 0.19
H 1.399 -3.028 1.150 0.19
H -0.667 -2.067 4.310 0.27
H 0.515 -3.394 4.186 0.16
C -3.241 -2.676 0.460 0.73
O -2.632 -1.654 0.330 -0.50
N -2.878 -3.696 1.211 -0.37
N -4.356 -2.782 -0.139 -0.40
H -2.087 -3.373 1.748 0.12
H -3.480 -4.492 1.368 0.23
H -4.683 -2.002 -0.690 0.23
H -4.790 -3.693 -0.094 0.19
C -1.818 -1.211 -4.030 0.62
O -1.609 -0.737 -2.948 -0.57
N -2.469 -0.757 -5.006 -0.34
N -1.212 -2.301 -4.438 -0.34
H -2.941 0.118 -4.826 0.24
H -2.470 -1.145 -5.938 0.19
H -1.288 -2.573 -5.408 0.18
H -0.563 -2.787 -3.836 0.20
```

Calculated values
- Gap between HOMO and LUMO: 2.584 eV
- Spin multiplicity: 1
- E_LUMO: -0.547 Ha
- Net charge: +3



(7)
Formula: C6H24N2O4
Source: the Open Molecules 2025 dataset
Level of theory: ωB97M-V/def2-TZVPD

```
36
Properties=species:S:1:pos:R:3:mulliken_charge:R:1
C 2.347 2.397 -0.206 -1.12
C 2.058 1.238 0.734 -0.68
N 0.836 0.485 0.439 0.43
C -0.418 1.193 0.744 -0.24
C -1.137 1.804 -0.463 -0.91
N -1.559 0.874 -1.501 -0.26
C -2.610 -0.075 -1.099 -0.58
C -2.106 -1.463 -0.738 -0.76
H 1.617 3.204 -0.105 0.23
H 3.322 2.833 0.006 0.41
H 2.319 2.086 -1.252 0.26
H 1.998 1.588 1.767 0.46
H 2.892 0.534 0.714 0.36
H 0.873 0.190 -0.531 -0.20
H -0.240 1.960 1.496 0.35
H -1.089 0.489 1.249 -0.06
H -2.020 2.322 -0.093 0.50
H -0.494 2.561 -0.919 0.27
H -0.756 0.366 -1.852 0.16
H -3.318 -0.141 -1.930 0.37
H -3.156 0.351 -0.260 0.34
H -1.435 -1.443 0.120 0.13
H -2.932 -2.129 -0.484 0.43
H -1.578 -1.926 -1.576 0.18
O 1.919 -2.842 -0.679 -0.69
H 1.453 -2.683 0.155 0.38
H 1.576 -2.139 -1.252 0.39
O -1.619 -1.040 3.402 -0.66
H -0.902 -1.378 2.829 0.39
H -1.736 -1.671 4.115 0.30
O 1.002 -0.819 -2.482 -0.69
H 0.392 -1.296 -3.058 0.28
H 1.736 -0.549 -3.046 0.26
O 0.633 -1.889 1.898 -0.84
H 0.741 -1.053 1.370 0.53
H 1.389 -1.938 2.492 0.29
```

Calculated values
- Gap between HOMO and LUMO: 8.760 eV
- Spin multiplicity: 1
- E_LUMO: 0.007 Ha



(8)
Formula: C6H24O6
Source: the Open Molecules 2025 dataset
Level of theory: ωB97M-V/def2-TZVPD

```
36
Properties=species:S:1:pos:R:3:mulliken_charge:R:1
C -1.784 0.320 4.492 -0.62
O -2.028 0.802 3.185 -0.50
H -1.044 -0.475 4.403 0.25
H -1.523 1.084 5.224 0.21
H -2.729 -0.207 4.626 0.35
H -2.977 0.940 3.216 0.32
C 0.235 -0.314 0.327 -0.83
O -0.056 0.788 1.147 -0.59
H 0.585 -1.250 0.764 0.37
H -0.673 -0.565 -0.221 0.43
H 0.968 0.016 -0.408 0.32
H -0.816 0.622 1.710 0.32
C 0.525 -1.102 -3.764 -0.19
O -0.730 -1.101 -4.478 -0.50
H 1.415 -1.247 -4.376 0.33
H 0.617 -0.103 -3.340 0.07
H 0.577 -1.822 -2.947 0.02
H -1.464 -0.933 -3.882 0.28
C 0.196 -4.641 -1.063 -0.34
O -1.119 -4.821 -0.548 -0.49
H 0.882 -5.469 -0.886 0.29
H 0.142 -4.481 -2.140 0.24
H 0.563 -3.678 -0.710 0.00
H -1.485 -5.532 -1.079 0.31
C -0.186 3.103 -1.729 -0.55
O -1.069 2.053 -1.293 -0.40
H 0.864 2.864 -1.562 0.22
H -0.565 3.331 -2.725 0.28
H -0.456 3.995 -1.164 0.34
H -0.734 1.690 -0.469 0.42
C 2.462 2.988 1.528 -0.23
O 2.360 1.739 2.216 -0.22
H 2.025 3.794 2.118 0.31
H 3.530 3.143 1.377 0.32
H 1.969 3.068 0.559 0.01
H 1.521 1.402 1.892 0.44
```

Calculated values
- Gap between HOMO and LUMO (alpha / beta): 9.886 / 2.473 eV
- Spin multiplicity: 2
- E_LUMO (alpha / beta): -0.099 / -0.371 Ha
- Net charge: +1



(9)
Formula: C6H24O6
Source: the Open Molecules 2025 dataset
Level of theory: ωB97M-V/def2-TZVPD

```
36
Properties=species:S:1:pos:R:3:mulliken_charge:R:1
C -5.944 -22.682 -33.021 -0.71
O -6.474 -22.945 -31.723 -0.42
H -6.656 -22.274 -33.739 0.18
H -5.070 -22.030 -33.046 0.32
H -5.679 -23.637 -33.475 0.40
H -5.710 -23.133 -31.174 0.30
C -5.092 -18.610 -35.706 -0.60
O -5.103 -19.627 -34.832 -0.42
H -5.241 -17.726 -35.087 0.20
H -4.166 -18.571 -36.281 0.27
H -5.889 -18.657 -36.448 0.29
H -4.858 -20.428 -35.302 0.26
C -5.923 -19.686 -28.884 -0.38
O -5.951 -20.850 -29.697 -0.06
H -5.919 -20.026 -27.848 0.30
H -5.081 -19.057 -29.173 0.32
H -6.869 -19.180 -29.077 0.25
H -6.335 -20.633 -30.549 0.50
C -7.789 -18.930 -32.029 -0.41
O -6.595 -19.681 -32.036 -0.41
H -8.607 -19.329 -32.627 0.13
H -8.138 -18.968 -30.997 0.23
H -7.632 -17.866 -32.208 0.30
H -6.229 -19.755 -32.920 0.17
C -7.816 -14.414 -32.400 -0.44
O -8.615 -14.168 -33.556 -0.49
H -6.833 -14.653 -32.805 0.17
H -7.865 -13.457 -31.881 0.29
H -8.201 -15.190 -31.739 0.17
H -9.501 -14.358 -33.240 0.29
C -9.829 -22.163 -33.372 -0.41
O -9.692 -22.581 -32.068 -0.46
H -9.953 -21.082 -33.426 0.19
H -8.852 -22.396 -33.798 0.05
H -10.495 -22.610 -34.111 0.37
H -9.805 -23.534 -32.031 0.29
```

Calculated values
- Gap between HOMO and LUMO (alpha / beta): 9.667 / 2.884 eV
- Spin multiplicity: 2
- E_LUMO (alpha / beta): -0.100 / -0.350 Ha
- Net charge: +1



(10)
Formula: C6H26N14O13Y
Source: the Open Molecules 2025 dataset
Level of theory: ωB97M-V/def2-TZVPD

```
60
Properties=species:S:1:pos:R:3:mulliken_charge:R:1
Y 0.408 -0.089 -0.139 1.46
N 1.626 3.099 0.696 0.99
O 0.952 3.874 1.305 -0.72
O 2.786 2.946 0.975 -0.79
O 1.136 2.485 -0.279 -0.37
N 1.086 -2.389 2.408 0.91
O 1.664 -2.008 3.454 -0.71
O 1.436 -2.003 1.238 -0.47
O 0.122 -3.169 2.456 -0.63
O 2.802 0.330 -0.067 -0.64
H 3.460 -0.144 0.414 0.27
H 2.809 1.214 0.412 0.25
C -2.316 -0.698 2.418 0.36
O -1.436 -0.821 1.553 -0.06
N -3.232 0.232 2.206 -0.46
N -2.516 -1.460 3.501 -0.42
H -3.952 0.518 2.832 0.17
H -3.056 0.750 1.348 0.05
H -3.324 -1.294 4.081 0.17
H -1.722 -2.109 3.679 0.28
C -1.520 -2.669 -1.325 0.53
O -1.230 -1.450 -1.432 -0.46
N -1.761 -3.231 -0.144 -0.27
N -1.846 -3.371 -2.429 -0.49
H -1.980 -4.208 -0.229 0.20
H -1.257 -2.859 0.707 0.13
H -2.323 -2.739 -3.087 0.27
H -2.146 -4.322 -2.328 0.19
C 0.355 1.351 2.931 0.22
O 0.730 0.985 1.837 -0.02
N 0.856 0.818 4.002 -0.41
N -0.497 2.397 3.223 -0.28
H 1.402 -0.009 3.788 0.21
H 0.416 0.853 4.920 0.24
H -0.840 3.018 2.500 0.18
H -0.618 2.724 4.125 0.16
C 2.425 -2.379 -2.037 0.42
O 1.717 -1.397 -1.737 -0.25
N 2.603 -3.370 -1.135 -0.36
N 3.018 -2.457 -3.256 -0.44
H 3.064 -4.200 -1.383 0.16
H 2.018 -3.260 -0.316 0.15
H 3.736 -3.133 -3.477 0.19
H 2.763 -1.699 -3.932 0.24
C 1.162 1.591 -3.114 0.49
O 0.381 1.025 -2.370 -0.16
N 0.631 2.169 -4.246 -0.46
N 2.485 1.655 -2.832 -0.25
H 1.173 2.313 -5.066 0.19
H -0.395 2.160 -4.391 0.22
H 3.016 2.350 -3.287 0.24
H 2.656 1.319 -1.911 0.18
C -2.134 2.276 -0.738 0.40
O -1.451 1.434 -0.207 -0.01
N -1.784 3.537 -0.599 -0.34
N -3.134 1.927 -1.547 -0.51
H -1.017 3.785 0.013 0.12
H -2.175 4.322 -1.073 0.21
H -3.959 2.526 -1.595 0.26
H -3.272 0.952 -1.315 0.30
```

Calculated values
- Gap between HOMO and LUMO: 9.325 eV
- Spin multiplicity: 1
- E_LUMO: -0.073 Ha
- Net charge: +1